No. 1
54
Properties=species:S:1:pos:R:3:forces:R:3 method="wB97M-V/def2-TZVPD" lumo_ev="-7.67 / -8.97" homo_ev="-13.2054 / -13.1996" s2=3.81 spin_multiplicity=4 orbital_gap_ev="5.53 / 4.23" charge=+2
Re 0.4042 0.1708 1.0775 -0.478 -0.265 -0.086
Br 1.7619 2.0906 0.1262 0.235 0.150 -0.090
P -0.0835 -0.8112 3.7800 0.057 0.343 -0.380
P -0.2766 2.1749 3.4816 0.033 -0.152 -0.493
O -0.9460 3.3780 3.9389 -0.122 -0.013 -0.011
O -0.6928 -1.0276 2.3973 -0.054 -0.004 0.233
O 2.4422 -3.8682 0.7401 -0.064 -0.035 -0.045
O 1.3283 2.2702 3.3945 -0.023 0.072 0.112
O 1.0819 -1.5425 0.5833 0.134 -0.329 -0.113
O 0.3387 0.7980 5.6834 0.014 0.061 -0.022
O -0.5964 1.5760 2.0466 0.408 0.330 0.542
O 1.4403 -0.5602 3.3324 0.040 -0.100 0.264
O -0.2214 -1.9747 4.7807 -0.160 -0.145 -0.065
N -0.2286 -1.3226 -1.3228 0.004 0.016 -0.169
N 0.0055 -0.0138 -0.9224 0.039 -0.004 0.148
C -0.1237 -5.4409 -2.1206 0.034 0.058 0.052
C -0.3709 -4.1751 -1.6301 0.049 -0.109 -0.012
C 0.4757 -3.5840 -0.6808 -0.055 0.000 -0.094
C 0.4248 4.5883 -4.2670 -0.058 0.037 -0.059
C -2.0489 0.6772 5.0200 0.038 0.039 0.029
C 0.6963 2.1869 -1.4843 -0.044 -0.109 0.018
C -0.0645 3.6278 -3.3650 0.081 -0.076 0.101
C -1.3021 3.0057 -3.6131 -0.059 0.042 -0.075
C -0.2773 4.8729 -5.4208 0.028 -0.022 0.067
C 0.7322 3.3348 -2.2075 -0.098 0.033 -0.072
C 1.5706 -4.3113 -0.2058 0.139 -0.041 0.027
C 0.0798 -2.2178 -0.1924 0.078 -0.062 -0.015
C -1.4867 4.2313 -5.6663 -0.019 -0.008 -0.034
C 0.1060 0.9398 -1.8030 -0.135 0.084 -0.043
C -0.5827 0.7197 4.6012 -0.082 -0.122 0.218
C 1.8152 -5.5916 -0.7029 -0.085 0.084 -0.022
C 0.9817 -6.1474 -1.6491 -0.049 0.024 -0.018
C -2.0054 3.3096 -4.7598 0.029 -0.007 0.027
H 2.2706 -2.9389 0.9198 0.015 0.097 0.052
H 1.3612 5.0909 -4.0620 0.018 0.000 0.007
H 0.1040 5.6015 -6.1218 0.004 0.005 -0.009
H 1.1904 -7.1409 -2.0216 -0.013 -0.004 -0.011
H -2.2199 -0.1281 5.7355 0.002 0.000 -0.008
H -1.2451 -3.6337 -1.9719 -0.014 0.017 -0.006
H -0.8266 -2.2795 0.4229 0.014 0.018 -0.026
H -2.9698 2.8568 -4.9415 -0.006 -0.004 -0.004
H -0.1181 1.0685 6.4911 -0.005 -0.028 0.021
H -2.7020 0.5336 4.1584 0.000 0.004 -0.015
H -0.1914 0.7426 -2.8301 0.026 -0.019 0.023
H -0.7854 -5.8791 -2.8533 -0.008 -0.003 -0.006
H 1.4348 4.1034 -1.9003 0.016 -0.002 0.007
H -1.7461 2.3515 -2.8737 -0.026 0.038 0.006
H -0.3087 -2.8893 4.4624 0.079 0.043 0.047
H -2.3071 1.6359 5.4717 -0.008 -0.012 0.004
H 2.0486 -0.2121 4.0100 -0.036 0.115 -0.078
H 1.6836 2.9662 3.9693 -0.010 -0.041 -0.015
H 2.6746 -6.1290 -0.3268 0.014 0.018 0.024
H 0.3207 -1.5545 -2.1475 0.085 -0.018 0.066
H -2.0462 4.4706 -6.5607 -0.002 0.004 -0.001

No. 2
113
Properties=species:S:1:pos:R:3:forces:R:3 method="wB97M-V/def2-TZVPD" lumo_ev="-0.70 / -0.70" homo_ev="-6.4088 / -6.3948" s2=0.77 spin_multiplicity=2 relative_energy_ev=2.471 orbital_gap_ev="5.71 / 5.69"
V -1.0782 -0.3847 0.0717 0.439 0.216 1.578
S -2.7194 0.0874 2.1188 -0.295 0.040 -0.179
S -3.1881 -0.7563 -0.9085 -0.022 -0.230 -0.255
F -0.9128 -6.9403 3.0868 -0.113 -0.286 0.027
F -2.7771 -6.8448 1.9351 0.441 -0.007 0.375
F -2.7145 -6.1143 3.9673 0.469 0.321 -0.417
O -0.7051 -1.3400 -1.4088 0.803 -0.183 -1.019
N 0.2007 0.0434 1.6998 0.815 -0.105 -0.371
N -1.1064 1.6450 0.0346 0.617 -0.287 -0.825
N 1.5988 -1.2429 -1.1009 1.128 -1.220 -1.272
N -0.9917 -2.4238 1.1007 0.394 1.040 -1.418
N 0.6185 0.2680 -2.5244 -1.313 0.281 1.141
C -1.8865 5.0740 -1.2122 -0.254 -0.651 -0.315
C -0.4749 0.5244 5.9940 -0.505 -1.923 -0.306
C -4.2773 0.3297 -0.1090 -0.852 1.018 0.242
C -2.2862 4.5170 2.0721 0.158 -0.082 -0.034
C 0.2115 1.4944 -4.3876 0.026 0.754 0.710
C -5.4174 0.8356 -0.8109 1.683 -0.178 0.213
C 2.0989 -1.9800 -2.2184 1.256 -0.114 2.980
C -1.1313 2.6118 -0.9373 -0.329 0.450 -1.389
C 1.8045 -1.5860 -3.4540 -0.471 0.809 -0.642
C 1.4688 0.1104 -6.1429 0.081 -0.399 -1.025
C -0.2910 2.5688 -5.2787 -0.566 -0.171 -1.087
C 2.3212 -1.2292 1.3256 -0.942 0.368 0.061
C -0.9095 -2.5788 2.3981 -0.231 0.061 1.508
C -1.5815 1.4951 2.4290 0.365 -0.233 -0.814
C 0.3887 -0.5473 -1.2878 -0.323 0.599 -0.853
C -1.9941 -6.1923 2.8273 -0.188 0.310 -0.337
C -4.9788 1.6951 1.8040 0.955 -0.558 -0.106
C -1.6936 3.8267 -0.3783 0.853 -0.324 -1.903
C 1.6191 -0.0073 3.4521 1.666 -1.014 -0.003
C -0.2775 0.8232 2.7068 -0.671 -0.236 -0.993
C 2.9278 -4.9321 -3.1840 0.125 0.453 0.092
C -1.4708 2.2301 1.1398 -1.065 1.492 1.592
C -0.6121 5.8887 -1.3528 1.472 -0.119 -0.766
C 0.3307 1.4899 5.1146 0.339 -1.008 0.691
C 5.5726 -2.3375 0.5799 -0.954 2.015 0.491
C -1.8549 3.5892 0.9538 -0.185 -0.505 1.308
C -5.9984 2.2198 1.0515 0.124 0.777 0.499
C 2.7660 -0.4295 4.3732 0.323 0.892 -0.452
C -4.0555 0.8074 1.1879 -0.970 -0.029 0.672
C -0.7047 2.4399 -2.2882 -1.037 -0.177 1.420
C -1.1494 4.7287 3.0954 -1.367 1.319 0.723
C 1.1546 -0.3524 -3.5835 -0.052 0.324 -1.275
C 1.4403 -0.4481 2.1233 -1.618 0.963 0.188
C -1.2018 -3.7789 3.0475 0.458 0.291 -1.410
C 3.1796 -2.8968 -1.7229 -2.145 1.173 -2.319
C 2.6261 -1.8809 4.8233 0.785 -0.144 -0.331
C 0.9746 0.4348 -4.7853 -0.837 -0.196 1.410
C -1.7372 2.2249 -5.7468 1.137 0.021 -0.199
C -6.1921 1.8238 -0.2570 -1.187 -0.343 -0.594
C 4.3429 -3.1891 0.4792 -0.481 -1.523 -0.553
C 2.3668 -1.5494 0.0188 -0.315 -1.075 -0.290
C -0.0520 1.4451 -2.9542 0.953 -0.740 -1.091
C -1.2508 -3.4552 0.3142 -0.349 -1.257 0.824
C -1.5452 -4.8510 2.2429 -0.996 -0.135 0.343
C 0.5483 0.8125 3.7945 0.399 0.697 0.771
C -1.5888 -4.6827 0.8673 0.336 0.255 0.030
C 3.2762 -2.5908 -0.4451 2.140 -0.620 2.932
C 3.8829 -3.8340 -2.6593 0.262 -0.431 0.593
C 2.9650 0.4975 -6.3010 -0.743 1.182 -0.774
H -1.0673 3.2110 -2.9540 0.188 0.207 0.022
H -1.9145 2.1808 3.1868 -0.243 -0.167 0.516
H -4.8976 1.9854 2.8590 0.269 -0.157 -0.474
H -2.6986 5.6742 -0.8208 -0.133 0.197 0.336
H -1.3781 5.5483 3.8148 -0.210 -0.521 -0.367
H 4.0020 -3.4829 1.4748 -0.443 0.557 0.037
H -1.8956 -5.4807 0.2287 -0.037 -0.395 -0.286
H -3.1760 4.1475 2.6450 0.509 0.195 -0.708
H 3.3986 -5.4182 -4.0725 -0.675 0.045 0.812
H -2.3383 2.0998 -4.8598 -0.557 0.211 0.095
H 1.3090 1.6320 5.6392 -0.755 0.349 -0.586
H -7.0684 2.2162 -0.7969 0.654 -0.085 0.092
H -1.1874 -3.3323 -0.7445 -0.193 0.307 -0.402
H -2.1214 2.9525 -6.4687 -0.104 0.020 0.398
H -0.2324 5.0297 2.6765 1.162 0.210 -0.994
H 3.5038 -2.2890 5.3531 -0.213 0.382 -0.134
H -5.4714 0.5268 -1.8447 -0.487 -0.032 -0.056
H -6.5714 3.0336 1.4742 -0.348 -0.178 0.032
H 0.3845 2.6373 -6.1473 -0.293 0.119 0.235
H 5.2061 -1.3283 0.9599 0.861 -0.958 -0.555
H 3.0636 -1.7165 1.8996 0.783 -0.299 0.434
H 2.2677 -2.0001 -4.3028 0.356 -0.661 -0.844
H -0.9501 3.8634 3.6875 0.054 -0.675 0.296
H 3.5479 0.2508 -5.4251 0.037 0.190 0.338
H -0.6506 -1.6751 2.9556 -0.073 -0.415 0.006
H -1.7055 1.2651 -6.2418 -0.108 -0.366 -0.203
H 6.0588 -2.2172 -0.3690 0.103 0.270 -0.615
H 4.5850 -4.1932 0.0944 0.135 0.316 -0.282
H -0.6711 0.8680 7.0154 0.167 -0.040 -0.155
H 2.6440 -5.6279 -2.3645 0.472 0.168 -0.675
H 0.0294 -0.5076 6.0091 -0.353 1.541 0.298
H 0.8199 0.5802 -6.9315 0.723 -0.079 0.766
H 2.7404 0.2353 5.2551 0.222 -0.276 -0.321
H 1.9949 -4.4190 -3.4446 0.096 -0.342 -0.426
H -0.3324 3.5476 -4.8227 0.298 0.239 0.309
H -2.2526 4.7723 -2.2299 0.369 0.241 0.766
H 3.4458 0.0355 -7.1367 0.111 -0.784 -0.616
H 1.3117 -0.9648 -6.3523 0.301 0.266 0.282
H -1.1160 -3.8329 4.0960 -0.061 -0.161 1.043
H -0.7742 6.8461 -1.8550 -0.156 -0.084 -0.058
H 0.1378 5.3200 -1.9850 -0.768 0.566 0.688
H 4.3558 -3.2963 -3.5002 -0.349 -0.025 0.309
H 4.7018 -4.3067 -2.1075 0.045 0.055 -0.148
H -2.5619 5.4658 1.5830 -0.006 -0.184 0.455
H 3.7586 -0.2566 3.8697 -0.873 -0.187 0.424
H 1.7792 -1.9748 5.4732 -0.579 -0.203 0.321
H -1.4538 0.2473 5.5242 0.546 0.602 0.291
H -0.0790 6.1292 -0.4165 -0.503 -0.317 -0.122
H 6.3143 -2.6967 1.2537 0.433 -0.468 0.728
H 2.4744 -2.5025 3.9428 -0.143 -0.214 0.019
H 3.0567 1.5775 -6.5883 -0.087 -0.661 0.878
H -0.2051 2.4345 5.0211 0.231 0.064 0.002

No. 3
75
Properties=species:S:1:pos:R:3:forces:R:3 method="wB97M-V/def2-TZVPD" lumo_ev=-4.31 homo_ev=-11.1195 relative_energy_ev=0.084 orbital_gap_ev=6.81 charge=+1
Ir -0.0144 0.2662 0.2428 0.257 -0.161 0.164
Si 0.2334 -0.5022 2.4438 -0.137 0.224 -0.022
Si 2.3684 -0.1078 0.3519 -0.138 0.235 -0.156
N -0.2781 2.2157 0.4403 0.162 -0.371 -0.027
N -2.1241 0.5719 -0.0997 -0.002 -0.422 -0.138
C 2.2764 4.4662 -0.9650 0.008 0.006 0.032
C 2.6446 -1.8093 -0.4286 -0.038 0.007 0.031
C 1.5272 3.4606 1.5356 -0.017 0.023 0.132
C -1.6858 -0.5034 -2.6364 -0.091 -0.016 -0.047
C -2.9484 -0.5312 -0.4525 -0.202 -0.150 0.019
C 1.9870 -0.3957 3.0866 -0.107 -0.018 0.054
C -4.5789 -2.2012 0.0415 -0.004 0.000 0.007
C -2.5459 1.7548 0.1127 -0.549 -0.139 0.017
C -3.4312 -2.2281 -2.0668 0.036 -0.005 -0.030
C -2.7002 -1.1071 -1.7055 0.037 -0.004 0.076
C 1.2135 3.5754 -0.8899 -0.013 -0.002 -0.002
C 0.8535 3.0993 0.3734 0.181 0.219 -0.041
C 2.9817 -0.1733 2.1278 -0.004 -0.002 -0.139
C 1.0901 2.9607 2.8835 0.018 -0.038 -0.112
C 3.6560 -0.4071 4.8270 -0.009 -0.008 0.016
C -3.9625 2.2052 0.0210 -0.047 0.083 -0.040
C 3.3732 1.1205 -0.6591 0.052 0.029 0.139
C 4.3109 -0.0706 2.5352 0.034 0.020 0.019
C -1.4689 2.7114 0.3731 0.308 0.454 0.224
C 0.5065 3.1462 -2.1488 -0.031 0.026 0.015
C -1.7818 4.1625 0.4996 -0.022 0.015 -0.014
C -4.1440 -0.4591 1.7921 -0.036 -0.062 0.037
C 2.3307 -0.5161 4.4331 0.007 0.007 0.034
C 2.9613 4.8527 0.1762 -0.016 -0.002 -0.027
C -4.3636 -2.7744 -1.1988 -0.031 -0.031 -0.003
C -0.9434 0.3895 3.6307 -0.007 -0.098 0.010
C -3.8814 -1.0659 0.4431 0.038 0.064 -0.107
C -0.3215 -2.2942 2.2570 0.012 0.047 -0.143
C 4.6452 -0.1799 3.8773 0.025 0.009 -0.008
C 2.5919 4.3463 1.4112 0.029 -0.031 0.045
H 3.1321 4.6401 2.3025 0.003 -0.001 -0.005
H 2.1066 -2.6086 0.0850 0.007 -0.001 -0.003
H -1.5189 -1.1494 -3.4958 0.011 0.006 0.000
H -4.9191 -3.6561 -1.4893 0.004 0.005 0.002
H 0.4137 -2.9112 1.7394 -0.006 0.007 -0.002
H -1.6809 -0.3030 4.0415 -0.014 -0.015 -0.025
H 5.6785 -0.0879 4.1873 -0.007 -0.006 0.000
H 0.2315 3.5275 3.2546 -0.018 -0.011 -0.006
H -4.4462 -1.2295 2.5001 0.008 0.003 -0.002
H -4.6178 1.3796 -0.2391 0.002 0.023 -0.037
H -2.2671 4.5265 -0.4086 0.024 0.010 0.005
H -4.9554 0.2717 1.7478 0.013 -0.025 0.022
H -0.2996 3.8380 -2.4098 -0.013 -0.031 0.016
H 1.8964 3.0592 3.6078 0.003 0.003 0.013
H 3.7108 -2.0438 -0.3606 -0.003 -0.019 -0.022
H 1.2062 3.1392 -2.9831 -0.008 0.015 -0.010
H -2.0097 0.4728 -3.0049 0.026 0.007 0.013
H 3.3538 2.1239 -0.2232 0.043 -0.188 -0.061
H 0.8061 1.9088 2.8419 0.102 0.291 0.003
H -2.4928 4.3017 1.3178 0.001 0.010 -0.023
H 5.0949 0.1039 1.8059 -0.002 0.002 0.008
H -1.2855 -2.3980 1.7520 -0.010 0.002 0.032
H 2.3674 -1.8343 -1.4850 0.001 0.009 -0.005
H -1.4832 1.2098 3.1529 0.004 0.001 0.000
H 3.7931 5.5403 0.1010 -0.009 -0.001 -0.001
H -0.4294 -2.6946 3.2701 0.004 -0.011 0.002
H -4.0561 2.9833 -0.7395 -0.009 0.007 0.027
H 2.5793 4.8433 -1.9340 0.002 -0.006 0.003
H 3.0201 1.1809 -1.6913 -0.025 0.011 0.010
H -0.3856 0.8144 4.4681 -0.018 -0.015 -0.013
H -0.7170 -0.3544 -2.1411 0.063 -0.011 -0.013
H 1.5669 -0.6875 5.1854 0.009 0.002 0.001
H 4.4162 0.7924 -0.6958 -0.003 -0.020 0.001
H -5.3003 -2.6395 0.7202 0.009 0.005 0.005
H -3.2650 0.0391 2.1932 0.055 0.040 0.047
H -3.2598 -2.6821 -3.0348 -0.001 0.008 0.002
H 3.9203 -0.4946 5.8732 0.000 0.000 -0.009
H 0.0777 2.1455 -2.0711 0.018 -0.009 0.010
H -0.8965 4.7584 0.6912 0.040 0.008 0.007
H -4.2887 2.6374 0.9693 -0.010 -0.014 -0.009

No. 4
14
Properties=species:S:1:pos:R:3:forces:R:3 method="wB97M-V/def2-TZVPD" lumo_ev="0.81 / -3.29" homo_ev="-7.7308 / -10.6472" s2=2.01 spin_multiplicity=3 relative_energy_ev=2.708 orbital_gap_ev="8.54 / 7.35"
O 2.2797 0.5563 -0.3384 5.482 2.728 -2.358
O 1.8006 -1.3809 0.5983 1.591 -3.122 0.972
O 0.0465 1.5927 0.1349 1.206 2.572 -0.800
N 1.5124 -0.2481 0.1380 -7.149 1.642 1.106
C -0.5480 -0.2822 -1.2989 0.489 -1.919 0.664
C -0.7293 -0.3037 1.2881 1.868 3.561 0.927
C 0.0557 0.2582 0.0629 -0.438 -4.009 -0.250
H -1.3784 0.3675 -1.5263 0.055 0.432 -0.662
H -1.0640 -1.3098 -1.1511 1.180 1.476 -0.150
H -1.5844 0.3234 1.2810 -1.265 0.501 -0.048
H 0.2713 -0.4147 -2.0929 -1.473 0.579 0.989
H -0.2250 0.0918 2.2858 -0.695 -1.637 -1.954
H -1.0797 -1.2824 1.1713 0.200 -1.600 0.321
H 0.6424 2.0320 -0.5527 -1.050 -1.205 1.244